# 1
C34H34GeIN3ORu as an isolated structure in a non-equilibrium geometry. Source: OMol25; level of theory: the ωB97M-V functional and the def2-TZVPD basis.

Atoms and positions in Å:
C (-1.6241, 0.2743, 0.8407)
C (-3.6687, -2.5382, 0.6622)
H (-1.1005, 5.2603, 1.5196)
I (0.9004, -5.9947, 2.1301)
C (-2.0704, 1.4568, 1.6823)
H (-4.7966, 0.8306, -1.2405)
Ge (-2.1376, -0.5374, -0.8222)
C (-0.1343, -2.6113, -1.4316)
H (4.6675, 3.2531, 2.1653)
C (-1.3766, 4.2152, 1.5510)
C (-4.6600, -3.8856, -1.5460)
C (-4.4786, -3.6540, 0.8375)
H (2.0250, 2.8117, 0.7330)
C (0.9931, 3.6961, 2.1030)
C (5.4536, 1.9224, -0.0916)
H (3.2206, -2.6016, -1.9098)
H (5.6295, -0.6982, 0.7506)
H (3.4745, -3.7152, 1.9676)
H (5.5071, -0.3854, 2.4905)
C (5.8018, 0.0460, 1.5314)
C (-3.8506, -2.7702, -1.7134)
H (-0.9485, -3.3105, -1.2688)
H (6.5148, 2.1853, -0.0510)
C (-2.7423, 1.7032, -4.3812)
H (2.7998, -0.1588, -1.9113)
C (-0.4363, 3.2741, 1.8523)
C (4.9989, 1.3209, 1.2458)
C (1.9789, -0.8550, -1.7971)
C (1.2487, -3.9732, 1.9254)
H (-3.6155, -2.4279, -2.7163)
H (6.2996, 2.5992, 2.4327)
H (-5.6037, -5.2018, -0.1357)
H (-0.7837, -3.0283, 1.7157)
H (4.9096, 1.9427, 3.3241)
H (-3.2848, -2.0088, 1.5292)
N (-0.6921, 1.9473, 1.9463)
C (1.1515, -3.1032, -1.6153)
H (-4.7228, -3.9947, 1.8366)
N (2.2068, -2.0351, 1.7097)
H (2.8133, -1.2167, 1.5757)
C (2.3614, 0.7574, 1.1643)
H (0.5240, 0.7035, -1.6458)
H (5.3020, 1.2087, -0.9034)
C (-2.9067, 0.5900, -2.2364)
Ru (0.1996, 0.2518, 1.1352)
C (-3.3396, -2.0822, -0.6131)
H (-2.5033, 1.0604, 2.6198)
O (1.7917, 3.7342, 0.9244)
C (-4.7744, 1.8577, -3.1144)
H (0.9929, 4.7110, 2.5051)
C (-4.9735, -4.3308, -0.2680)
H (-3.9422, 2.1281, 0.6785)
C (-2.1849, 0.9120, -3.3833)
C (5.2373, 2.3447, 2.3644)
H (1.3281, -4.1726, -1.6039)
C (-0.3888, -1.2400, -1.4146)
C (2.4706, -3.3380, 1.8809)
C (0.6890, -0.3682, -1.6188)
H (-2.1615, 1.9500, -5.2619)
H (1.4403, 3.0190, 2.8385)
C (-4.0377, 2.1787, -4.2472)
C (-2.6641, 3.7714, 1.0692)
H (-4.4734, 2.7982, -5.0218)
N (0.8994, -1.7934, 1.6343)
H (-5.0474, -4.4088, -2.4122)
H (-1.1722, 0.5439, -3.5022)
H (-5.7871, 2.2262, -3.0029)
C (0.2906, -2.9631, 1.7551)
C (-4.2107, 1.0710, -2.1213)
C (-2.9956, 2.4767, 1.0793)
C (3.5615, 0.9995, 1.1733)
H (6.8719, 0.2687, 1.5684)
H (4.8773, 2.8210, -0.3141)
C (2.2128, -2.2215, -1.7882)
H (-3.3545, 4.5009, 0.6559)

## Properties
**Total charge**: -1
**Total energy**: -109522.486 eV
**HOMO-LUMO gap (alpha / beta)**: 4.98 / 5.11 eV
**Multiplicity**: 2
**HOMO level (alpha / beta)**: -3.00 / -3.13 eV
**Energy relative to the best compared isomer or geometry (same formula, charge and spin)**: 0.2984 eV

Here are the Mulliken charges for atoms 1 to 8, given in e:
1. C 0.357
2. C -0.371
3. H 0.317
4. I 0.068
5. C 0.185
6. H 0.357
7. Ge 2.488
8. C -0.479

---

# 2
An isolated ion of composition C2H3N6O3 and charge -1 in a non-equilibrium geometry. Source: OMol25; level of theory: the ωB97M-V functional and the def2-TZVPD basis.

Atoms and positions in Å:
O (-0.9937, -0.1620, -2.8074)
N (-1.1633, -0.9928, -1.8600)
H (1.0581, -1.4229, 0.2167)
H (1.9391, -1.6596, 1.8399)
O (1.5720, 0.2403, 1.2262)
N (-0.5359, 2.7949, 0.3113)
N (-1.2660, 1.8819, -0.4047)
N (0.5877, 1.0749, 0.6493)
O (-1.6362, -2.0872, -2.0222)
H (0.2069, -1.0802, 1.7151)
C (-0.6267, 0.7261, -0.3550)
N (-0.7767, -0.5835, -0.6848)
N (0.4794, 2.3573, 0.9022)
C (1.1553, -1.0872, 1.2733)

## Properties
**Total charge**: -1
**Total energy**: -17199.674 eV
**SMILES**: COn1nnnc1N=[N+]([O-])[O-]
**HOMO-LUMO gap**: 8.37 eV
**HOMO level**: -4.70 eV
**Energy relative to the best compared isomer or geometry (same formula, charge and spin)**: 0.8782 eV

Here are the natural (NBO) charges for atoms 1 to 8, given in e:
1. O -0.540
2. N 0.620
3. H 0.211
4. H 0.177
5. O -0.356
6. N -0.122
7. N -0.361
8. N -0.004

---

# 3
C47H62F2N2OP3PrSi as an isolated structure in a non-equilibrium geometry. Source: OMol25; level of theory: the ωB97M-V functional and the def2-TZVPD basis.

Atoms and positions in Å:
H (4.4643, 1.2370, 3.2735)
Pr (-0.2503, -1.2128, 0.1355)
H (-1.0555, 3.9270, 2.9936)
C (-3.6069, 0.9661, 0.4076)
O (-0.7648, 0.7170, 0.4818)
H (4.8444, 5.2345, -0.5681)
C (3.5502, 3.2612, 1.8537)
Si (0.8751, 2.1310, -0.9808)
H (-2.7789, 0.7557, 1.0816)
C (-1.5002, 0.8651, -4.6031)
H (4.4113, 1.0258, -2.8009)
H (0.9745, -2.9920, 2.2997)
H (-2.8643, -0.9627, 4.5255)
C (-1.9129, 5.1756, -1.5660)
C (4.4194, 0.4141, -1.9011)
H (1.2577, -4.5046, -2.6492)
C (-2.5782, -2.9057, -0.1432)
H (-5.1068, 1.2606, -1.8568)
P (1.9920, -0.8690, -2.2020)
C (0.2520, 2.1737, 4.4673)
H (-5.5978, -0.1624, -0.9594)
C (-2.5896, -1.2358, -3.8445)
C (-0.3623, -0.6448, 3.5364)
C (3.8807, -0.9871, -2.2003)
C (2.3589, 2.9721, -0.1913)
H (4.3001, -2.5643, -3.6490)
C (2.5573, 2.6002, 1.1380)
H (-2.3628, -3.9642, 0.1190)
H (-1.2182, 2.4773, 1.9922)
C (-1.3675, -2.4123, 7.1958)
C (2.7406, 0.1437, 2.5301)
H (5.6724, -1.5571, -3.2088)
C (-2.9701, 3.1168, -2.1786)
C (-2.3843, -1.9012, 6.3842)
C (2.2349, 0.5292, -4.6798)
H (-3.8323, 2.6045, -2.5729)
C (4.6034, -1.5476, -3.4205)
C (1.4409, -2.5527, -4.6087)
H (-3.1920, -1.7338, -3.0872)
P (-1.8767, 0.5404, -1.8314)
H (4.0784, -0.2218, 4.1636)
H (0.2316, -2.2935, -2.8841)
C (1.2732, 2.8674, -3.6084)
H (4.4511, -0.9219, -4.2949)
H (1.4476, 3.3650, 3.1591)
H (1.0174, 1.5571, 4.9318)
H (2.4888, 1.6215, -6.4980)
H (-0.1764, 3.8019, 1.4624)
H (1.2799, -1.8167, 5.1799)
F (-2.0559, -2.1866, 1.0340)
C (2.1600, 1.6615, -5.4688)
H (0.7422, -2.7899, 7.3845)
C (1.8235, 0.5515, -3.3484)
H (2.9188, -0.7110, 0.5627)
C (1.8170, -3.6200, -2.3517)
H (2.6230, -0.3770, -5.1099)
C (-0.7391, 3.0791, -1.2932)
H (0.8783, 3.7830, -3.1961)
H (2.1946, -0.7318, 2.8973)
C (-1.6802, -2.9651, 8.4546)
C (1.3560, 1.7442, -2.7914)
H (-3.3660, -0.9074, -0.6127)
C (4.2002, 4.5071, -0.0961)
C (0.2589, -1.8409, 5.5307)
C (-1.8531, 2.3891, -1.7882)
C (1.1173, -3.0222, 1.2037)
H (-3.4566, 0.7357, -3.7627)
H (-1.9331, 6.2528, -1.4830)
P (1.3548, 1.3061, 1.8978)
H (4.1574, 0.5208, 0.9418)
H (4.0988, -1.6392, -1.3445)
H (3.0926, 1.2189, 4.3959)
C (1.3095, -2.3869, -3.0988)
C (-0.5216, 3.2443, 2.3316)
C (-0.0400, -2.3865, 6.7572)
H (-3.6199, 2.0358, 0.1996)
H (3.6823, 3.0856, 2.9089)
H (5.4452, 0.3569, -1.5415)
C (0.1501, -0.0240, 2.6180)
F (-1.4647, -2.6171, -1.1090)
H (2.1982, -3.1861, 1.0746)
C (-0.7896, 4.4654, -1.1849)
H (-1.8358, 0.6704, -5.6215)
N (0.6297, 1.0337, 0.3673)
C (-4.8294, 0.2359, -1.6224)
H (-3.8896, 5.0317, -2.3789)
H (2.8691, -3.7999, -2.5568)
H (4.2669, -1.0917, 1.6500)
C (-3.0045, 4.4947, -2.0734)
H (-4.8478, -0.3633, -2.5274)
H (-1.4030, 1.9412, -4.4738)
H (-4.5342, 0.7061, 0.9174)
H (-3.0239, -1.4403, -4.8231)
H (-1.5939, -1.6767, -3.8220)
H (3.0140, 4.1493, -1.8450)
H (3.8155, 0.9282, -1.1559)
H (0.6590, -3.9854, 0.9116)
H (0.1066, 3.0571, 5.0885)
C (0.6591, 2.6127, 3.0672)
H (0.0639, 4.9987, -0.7863)
H (0.9453, -1.7395, -5.1344)
C (-2.4833, 0.2682, -3.6062)
C (-3.4920, 0.1539, -0.8837)
C (-0.7539, -1.3044, 4.7227)
H (1.6864, -3.4833, -1.2755)
H (-0.5169, 0.4151, -4.4787)
H (2.4772, -2.6146, -4.9289)
H (1.6041, 3.7313, -5.5380)
H (-3.4046, -1.9372, 6.7332)
H (5.1251, 4.7064, 1.8211)
C (3.6424, 0.6393, 3.6584)
C (3.1835, 3.9002, -0.8071)
H (0.9490, -3.4819, -4.8987)
C (-2.0811, -1.3548, 5.1566)
C (4.3621, 4.2025, 1.2446)
C (3.5770, -0.3067, 1.3417)
N (-1.9320, -3.4182, 9.4781)
C (1.6697, 2.8397, -4.9311)
H (-0.6743, 1.6091, 4.4558)

## Properties
**Total energy**: -110016.424 eV
**HOMO-LUMO gap (alpha / beta)**: 7.15 / 7.13 eV
**Multiplicity**: 3
**HOMO level (alpha / beta)**: -7.40 / -7.38 eV
**Energy relative to the best compared isomer or geometry (same formula, charge and spin)**: 0.0000 eV

Here are the Mulliken charges for atoms 1 to 8, given in e:
1. H 0.466
2. Pr 1.610
3. H 0.585
4. C -1.089
5. O 0.307
6. H 0.443
7. C -0.145
8. Si -3.547

---

# 4
C36H33N3O7PS5Yb as an isolated structure in a non-equilibrium geometry. Source: OMol25; level of theory: the ωB97M-V functional and the def2-TZVPD basis.

Atoms and positions in Å:
H (5.5750, -0.8998, 2.9436)
C (0.9094, -0.5962, 1.7053)
C (-0.6126, -1.9875, -3.4496)
S (0.8935, 3.8014, -1.5575)
H (-1.4860, 4.7290, 6.4332)
Yb (0.6217, 1.0798, -0.7214)
C (-2.2965, 0.5401, -2.3416)
C (-1.4888, 6.2407, -3.6759)
C (-2.0937, -3.8583, -0.0215)
H (-0.6401, 4.0668, -6.1447)
C (-2.6823, -0.6947, -1.4856)
H (-3.2977, -5.0508, 2.9143)
S (3.7148, 1.4161, -2.2580)
N (1.5791, -1.0749, 0.6712)
C (-2.4976, 3.6784, 4.8602)
H (-0.1772, -2.5244, -5.4735)
H (2.8975, -4.7790, 2.9402)
H (-2.8388, -2.7173, 3.5894)
H (4.7760, -2.9500, 1.8416)
C (-2.6288, -3.0389, 2.5760)
O (3.0904, -2.5809, -0.0912)
H (4.3534, -3.0389, 3.5626)
S (4.1123, 1.1244, -0.2560)
C (-0.3721, -2.2522, -2.1031)
H (0.4952, 2.9978, -4.2867)
H (0.5991, 5.0162, 5.1461)
C (-0.2471, 4.5160, 4.6933)
C (2.6838, -2.7466, 2.2362)
H (1.8404, -4.8004, -2.4605)
O (-2.8212, 7.4248, -5.8925)
C (-1.4160, 4.3434, 5.4241)
H (-2.8499, -5.7675, 0.5914)
O (0.0941, 0.3393, 1.5893)
H (0.3596, -3.8746, 1.4921)
N (-1.0262, 2.4976, 0.4348)
C (0.5258, -3.2647, -1.7653)
C (-2.4223, 3.2052, 3.5637)
H (4.2265, -0.4600, 1.9010)
H (-1.8619, -1.1269, 1.9470)
C (-2.0841, -2.1502, 1.6611)
H (0.4792, -0.6870, 3.7014)
H (-2.0582, 7.1480, -3.5162)
C (4.1587, -2.5093, 2.6262)
H (0.7502, 4.1587, 2.8135)
C (-0.1566, 4.0478, 3.3957)
C (-1.1526, 2.9182, 1.4919)
C (4.5029, -1.0298, 2.7882)
C (-1.7930, -2.5511, 0.3554)
C (-0.0686, 4.4624, -2.8277)
H (2.8821, -4.5782, 1.1822)
H (-3.3986, 3.5268, 5.4408)
C (0.0220, -2.7363, -4.4299)
P (-1.0900, -1.2472, -0.7512)
H (-1.2829, -1.1890, -3.7376)
O (1.8395, -2.6142, 4.4878)
H (-1.4111, 5.1995, -7.3064)
C (-0.7107, 4.5330, -5.1647)
C (0.9177, -4.5961, 2.0936)
H (-0.8615, 6.0618, -1.6395)
C (-2.1322, 6.4446, -6.0452)
O (-1.9766, 5.9773, -7.3198)
C (-0.0564, 3.9155, -4.1248)
O (-1.0948, 0.9243, -2.1132)
H (-3.3480, -0.3805, -0.6788)
H (0.7420, -5.5857, 1.6680)
N (1.0333, -1.1394, 2.9910)
S (2.1545, 0.2024, -2.7900)
C (0.9047, -3.7465, -4.0837)
H (-1.9006, -4.1797, -1.0367)
C (1.1533, -4.0129, -2.7450)
H (0.7476, -3.4565, -0.7250)
C (-2.8949, -4.3463, 2.1962)
H (-3.1861, -1.4656, -2.0679)
H (3.9770, -0.5944, 3.6409)
C (-1.4376, 5.7199, -4.9762)
C (-0.8254, 5.6362, -2.6342)
C (1.8296, -2.1828, 3.3472)
S (2.6896, 2.0857, 0.8744)
H (0.4946, -4.5767, 3.0986)
C (-1.2547, 3.4002, 2.8239)
C (-2.6332, -4.7495, 0.8944)
H (1.4158, -4.3132, -4.8530)
C (2.4644, -2.1066, 0.8349)
O (-3.0975, 1.0060, -3.1368)
H (-3.2551, 2.6825, 3.1123)
C (2.4115, -4.2586, 2.1118)

## Properties
**Total charge**: -2
**Total energy**: -151675.686 eV
**HOMO-LUMO gap (alpha / beta)**: 5.30 / 5.32 eV
**Multiplicity**: 2
**HOMO level (alpha / beta)**: -1.66 / -1.67 eV
**Energy relative to the best compared isomer or geometry (same formula, charge and spin)**: 0.5353 eV

Here are the Mulliken charges for atoms 1 to 8, given in e:
1. H 0.498
2. C -0.380
3. C -0.822
4. S -0.138
5. H 0.377
6. Yb -0.236
7. C 0.209
8. C -0.543